{"formula": "C3H3BrOS", "method": "ωB97M-V with the def2-TZVPD basis set", "gap_ev": 8.20, "homo_ev": -8.697, "de_lowest_kj_mol": 63.7, "e_tot_ev": -86082.865, "charge": 0, "symbols": ["C", "C", "C", "O", "S", "Br", "H", "H", "H"], "xyz": [[-0.286, 0.428, 0.557], [1.107, -0.715, 0.572], [-0.867, 0.336, -0.772], [-0.462, 1.121, 1.491], [0.873, -2.258, 0.888], [2.651, 0.052, 0.107], [-1.655, 1.071, -0.684], [-0.065, 0.629, -1.457], [-1.296, -0.665, -0.702]]}

=====

{"formula": "C3H4Cl2", "method": "ωB97M-V with the def2-TZVPD basis set", "gap_ev": 11.19, "homo_ev": -10.141, "de_lowest_kj_mol": 93.5, "e_tot_ev": -28219.190, "charge": 0, "smiles": "Cl[C@@H]1C[C@H]1Cl", "symbols": ["Cl", "C", "C", "C", "Cl", "H", "H", "H", "H"], "xyz": [[-2.000, -1.302, -0.074], [-0.528, -0.507, -0.313], [0.554, -0.300, 0.583], [-0.008, 0.888, -0.048], [0.936, 1.513, -1.463], [-0.299, -0.811, -1.311], [0.222, -0.564, 1.680], [1.594, -0.602, 0.377], [-0.471, 1.686, 0.570]]}

=====

{"formula": "C4H5NO", "method": "ωB97M-V with the def2-TZVPD basis set", "gap_ev": [8.53, 8.53], "homo_ev": [-9.416, -9.415], "de_lowest_kj_mol": 543.3, "e_tot_ev": -7760.895, "charge": 0, "symbols": ["N", "C", "C", "C", "O", "C", "H", "H", "H", "H", "H"], "xyz": [[1.727, -0.208, 0.977], [-0.674, 1.659, -0.155], [1.242, -0.347, -0.183], [-0.202, -0.699, -0.437], [-1.010, -0.738, 0.695], [-1.256, 0.357, -0.241], [0.977, -0.398, 1.653], [-0.094, 1.748, 0.777], [1.861, -0.152, -1.062], [-0.399, -1.445, -1.212], [-2.172, 0.224, -0.811]]}

=====

{"formula": "C51H71N9O2P", "method": "ωB97M-V with the def2-TZVPD basis set", "gap_ev": 7.73, "homo_ev": -10.668, "e_tot_ev": -80826.794, "charge": 1, "symbols": ["C", "C", "C", "C", "C", "C", "C", "C", "C", "C", "P", "O", "O", "N", "C", "C", "C", "C", "N", "C", "C", "H", "H", "H", "H", "H", "H", "H", "H", "H", "H", "H", "H", "H", "H", "H", "H", "H", "H", "H", "H", "H", "H", "H", "H", "H", "H", "H", "H", "H", "H", "H", "H", "H", "H", "H", "H", "N", "C", "C", "C", "C", "C", "H", "H", "H", "H", "H", "N", "C", "C", "C", "C", "C", "H", "H", "H", "H", "H", "N", "C", "C", "C", "C", "C", "H", "H", "H", "H", "H", "N", "C", "C", "C", "C", "C", "H", "H", "H", "H", "H", "N", "C", "C", "C", "C", "C", "H", "H", "H", "H", "H", "N", "C", "C", "C", "C", "C", "H", "H", "H", "H", "H", "N", "C", "C", "C", "C", "C", "H", "H", "H", "H", "H"], "xyz": [[1.542, -1.838, 4.500], [1.251, -2.749, 3.294], [0.081, -2.280, 2.409], [0.381, -2.427, 0.901], [0.419, -1.110, 0.110], [0.990, 0.068, 0.885], [1.402, 1.238, -0.030], [0.369, 2.366, -0.143], [0.571, 3.585, 0.791], [-0.079, 3.548, 2.182], [0.960, 2.467, 3.398], [2.455, 2.388, 2.728], [1.230, 3.423, 4.731], [-0.178, 4.969, 2.719], [-1.081, 5.854, 1.917], [-2.441, 5.227, 1.651], [-2.342, 3.771, 1.201], [-1.492, 2.987, 2.232], [-2.157, 3.166, 3.524], [-3.155, 2.098, 3.726], [-2.534, 0.785, 4.234], [1.869, -2.454, 5.334], [2.376, -1.177, 4.288], [0.672, -1.286, 4.840], [1.026, -3.741, 3.672], [2.167, -2.853, 2.721], [-0.250, -1.283, 2.675], [-0.749, -2.944, 2.625], [1.299, -2.971, 0.706], [-0.416, -3.024, 0.467], [-0.543, -0.837, -0.321], [1.076, -1.272, -0.742], [1.831, -0.205, 1.519], [0.203, 0.444, 1.537], [2.377, 1.627, 0.233], [1.513, 0.827, -1.031], [0.472, 2.760, -1.150], [-0.630, 1.944, -0.091], [1.646, 3.714, 0.892], [0.232, 4.453, 0.237], [3.072, 3.064, 3.059], [2.045, 3.955, 4.683], [0.760, 5.372, 2.684], [-0.480, 4.989, 3.696], [-0.624, 6.122, 0.976], [-1.224, 6.788, 2.452], [-3.067, 5.305, 2.528], [-2.936, 5.808, 0.879], [-1.937, 3.684, 0.199], [-3.340, 3.348, 1.194], [-1.459, 1.948, 1.918], [-1.506, 3.087, 4.304], [-3.625, 1.852, 2.783], [-3.939, 2.388, 4.419], [-3.330, 0.197, 4.676], [-1.770, 0.961, 4.985], [-2.157, 0.219, 3.389], [-5.257, -0.208, 2.119], [-5.088, -0.650, 0.872], [-6.132, -0.936, 0.008], [-7.429, -0.755, 0.462], [-7.625, -0.298, 1.754], [-6.511, -0.039, 2.537], [-4.057, -0.784, 0.559], [-5.934, -1.292, -0.994], [-8.272, -0.968, -0.182], [-8.620, -0.145, 2.149], [-6.621, 0.322, 3.554], [1.320, -3.582, -2.963], [1.574, -4.771, -2.415], [2.788, -5.430, -2.525], [3.801, -4.824, -3.248], [3.559, -3.588, -3.826], [2.308, -3.013, -3.653], [0.752, -5.211, -1.859], [2.940, -6.393, -2.060], [4.761, -5.311, -3.358], [4.320, -3.078, -4.400], [2.081, -2.045, -4.088], [-2.937, 5.137, 7.778], [-2.735, 4.992, 9.085], [-1.747, 4.181, 9.625], [-0.933, 3.473, 8.759], [-1.141, 3.600, 7.394], [-2.145, 4.447, 6.961], [-3.397, 5.562, 9.727], [-1.622, 4.107, 10.696], [-0.152, 2.827, 9.140], [-0.528, 3.065, 6.679], [-2.329, 4.592, 5.899], [1.892, 0.395, -6.100], [2.125, 0.143, -7.387], [1.125, -0.113, -8.313], [-0.194, -0.112, -7.882], [-0.453, 0.148, -6.547], [0.620, 0.396, -5.705], [3.169, 0.148, -7.683], [1.374, -0.310, -9.347], [-1.009, -0.307, -8.567], [-1.466, 0.158, -6.170], [0.462, 0.605, -4.651], [4.468, -8.369, -2.696], [4.716, -8.661, -1.419], [5.054, -9.928, -0.971], [5.135, -10.953, -1.899], [4.879, -10.669, -3.230], [4.553, -9.367, -3.574], [4.639, -7.831, -0.725], [5.247, -10.106, 0.078], [5.395, -11.958, -1.590], [4.931, -11.439, -3.987], [4.349, -9.100, -4.605], [-3.216, -0.393, -8.400], [-3.561, -1.631, -8.049], [-4.868, -2.092, -8.034], [-5.877, -1.216, -8.401], [-5.538, 0.077, -8.766], [-4.200, 0.435, -8.750], [-2.739, -2.282, -7.767], [-5.087, -3.109, -7.743], [-6.911, -1.537, -8.403], [-6.294, 0.792, -9.060], [-3.891, 1.436, -9.032], [5.699, 4.720, -0.410], [4.855, 4.120, 0.424], [5.014, 2.826, 0.891], [6.119, 2.105, 0.464], [7.009, 2.711, -0.406], [6.755, 4.015, -0.810], [4.000, 4.721, 0.730], [4.293, 2.397, 1.568], [6.281, 1.090, 0.802], [7.883, 2.186, -0.767], [7.428, 4.526, -1.488]]}

=====

{"formula": "C22H45BBr2N4O6", "method": "ωB97M-V with the def2-TZVPD basis set", "gap_ev": 9.06, "homo_ev": -8.749, "e_tot_ev": -182550.171, "charge": 0, "symbols": ["C", "C", "O", "O", "C", "C", "C", "C", "O", "N", "C", "B", "O", "N", "C", "C", "C", "C", "C", "Br", "C", "C", "Br", "H", "H", "H", "H", "H", "H", "H", "H", "H", "H", "H", "H", "H", "H", "H", "H", "H", "H", "H", "H", "H", "H", "H", "C", "C", "C", "O", "C", "N", "H", "H", "H", "H", "H", "H", "H", "H", "H", "H", "H", "C", "C", "C", "O", "C", "N", "H", "H", "H", "H", "H", "H", "H", "H", "H", "H", "H"], "xyz": [[-3.352, 4.154, -2.179], [-4.660, 3.663, -2.720], [-5.435, 4.377, -3.300], [-4.914, 2.336, -2.518], [-4.862, 1.539, -3.724], [-4.504, 0.079, -3.434], [-3.341, -0.468, -4.250], [-3.619, -1.905, -4.719], [-4.699, -2.457, -4.721], [-2.424, -2.452, -5.136], [-1.345, -1.518, -4.804], [0.159, -2.064, -4.787], [1.083, -1.316, -5.514], [0.593, -3.299, -4.147], [1.431, -3.053, -2.976], [1.234, -4.182, -5.138], [-1.913, -0.609, -3.643], [-1.066, 0.677, -3.661], [-1.979, -1.265, -2.254], [-1.927, -3.152, -2.138], [-2.157, -0.590, -1.100], [-2.361, 0.884, -0.921], [-2.152, -1.462, 0.576], [-3.022, 3.598, -1.309], [-3.454, 5.209, -1.943], [-2.600, 4.038, -2.964], [-4.164, 2.002, -4.428], [-5.847, 1.589, -4.188], [-4.360, -0.083, -2.366], [-5.368, -0.523, -3.715], [-3.242, 0.102, -5.181], [-2.313, -3.413, -4.844], [-1.326, -0.814, -5.641], [1.300, -0.473, -5.101], [0.908, -3.319, -2.055], [1.740, -2.007, -2.888], [2.346, -3.645, -3.028], [2.256, -3.871, -5.371], [1.233, -5.206, -4.767], [0.671, -4.161, -6.073], [-1.657, 1.562, -3.437], [-0.646, 0.827, -4.653], [-0.272, 0.646, -2.916], [-1.398, 1.398, -0.926], [-2.982, 1.300, -1.703], [-2.816, 1.075, 0.045], [0.691, 0.902, 1.448], [1.527, -0.111, 0.678], [2.703, -0.681, 1.476], [3.804, 0.193, 1.610], [3.703, 1.128, 2.672], [1.951, 0.489, -0.593], [1.195, 1.864, 1.533], [-0.253, 1.072, 0.932], [0.463, 0.547, 2.455], [0.877, -0.959, 0.437], [3.087, -1.555, 0.942], [2.367, -1.020, 2.465], [3.176, 0.704, 3.530], [3.198, 2.045, 2.355], [4.717, 1.389, 2.974], [2.422, -0.217, -1.150], [2.675, 1.172, -0.385], [2.133, 1.954, 7.417], [1.956, 0.459, 7.180], [2.422, -0.416, 8.350], [3.823, -0.553, 8.460], [4.488, 0.480, 9.162], [2.603, 0.097, 5.916], [3.177, 2.254, 7.323], [1.566, 2.519, 6.678], [1.783, 2.243, 8.410], [0.884, 0.268, 7.062], [2.043, -1.429, 8.192], [2.002, -0.053, 9.298], [3.877, 0.852, 9.990], [4.753, 1.317, 8.511], [5.406, 0.057, 9.567], [2.394, -0.874, 5.699], [3.608, 0.110, 6.070]]}

=====

{"formula": "BrOV", "method": "ωB97M-V with the def2-TZVPD basis set", "gap_ev": [7.39, 7.43], "homo_ev": [-22.572, -22.154], "de_lowest_kj_mol": 36.6, "e_tot_ev": -97751.797, "multiplicity": 3, "charge": 2, "symbols": ["O", "V", "Br"], "xyz": [[4.891, 26.012, 16.929], [3.541, 25.247, 17.243], [4.031, 24.976, 20.046]]}

=====

{"formula": "C45H49BI2N5O6Zr", "method": "ωB97M-V with the def2-TZVPD basis set", "gap_ev": 7.44, "homo_ev": -5.351, "de_lowest_kj_mol": 431.0, "e_tot_ev": -85363.974, "charge": -1, "symbols": ["Zr", "C", "C", "C", "C", "C", "C", "C", "C", "N", "C", "O", "C", "C", "C", "C", "C", "N", "C", "O", "N", "C", "C", "C", "C", "C", "C", "C", "C", "H", "H", "H", "H", "H", "H", "H", "H", "H", "H", "H", "H", "H", "H", "H", "H", "H", "H", "H", "H", "H", "N", "C", "C", "O", "O", "H", "H", "H", "H", "I", "C", "I", "H", "H", "C", "C", "C", "O", "B", "O", "C", "C", "C", "H", "H", "H", "H", "H", "H", "H", "H", "H", "H", "H", "H", "N", "C", "C", "C", "C", "C", "C", "C", "C", "C", "C", "C", "C", "C", "H", "H", "H", "H", "H", "H", "H", "H", "H", "H"], "xyz": [[-0.065, -0.130, -0.451], [2.610, 0.102, -3.463], [1.746, -0.865, -4.225], [2.360, -1.592, -5.247], [1.654, -2.472, -6.042], [0.300, -2.644, -5.795], [-0.344, -1.950, -4.781], [-1.804, -2.229, -4.543], [0.375, -1.026, -3.986], [-0.332, -0.396, -2.925], [-1.439, 0.288, -3.301], [-1.681, 0.838, -4.373], [-2.540, 0.217, -2.257], [-3.857, 0.578, -2.470], [-4.781, 0.261, -1.485], [-4.397, -0.476, -0.365], [-3.071, -0.833, -0.256], [-2.188, -0.448, -1.170], [-2.527, -1.953, 0.631], [-3.345, -2.680, 1.188], [-1.196, -2.088, 0.491], [-0.630, -3.354, 0.815], [-0.604, -3.867, 2.123], [-1.311, -3.189, 3.258], [0.064, -5.064, 2.366], [0.682, -5.773, 1.348], [0.586, -5.301, 0.052], [-0.081, -4.111, -0.233], [-0.291, -3.743, -1.681], [2.858, 0.965, -4.087], [2.117, 0.480, -2.576], [3.556, -0.369, -3.177], [3.419, -1.432, -5.423], [2.146, -3.019, -6.837], [-0.277, -3.341, -6.395], [-2.066, -3.214, -4.930], [-2.432, -1.483, -5.038], [-2.048, -2.204, -3.480], [-4.121, 1.084, -3.388], [-5.818, 0.550, -1.608], [-5.100, -0.816, 0.382], [-0.905, -3.514, 4.215], [-2.376, -3.420, 3.215], [-1.222, -2.109, 3.189], [0.092, -5.441, 3.383], [1.209, -6.695, 1.561], [1.012, -5.869, -0.769], [0.558, -4.050, -2.296], [-0.470, -2.683, -1.846], [-1.170, -4.268, -2.064], [1.919, -1.663, -0.794], [3.012, -1.101, 0.011], [2.439, -0.290, 1.165], [3.183, 0.300, 1.918], [1.136, -0.362, 1.260], [1.557, -2.484, -0.310], [2.227, -1.957, -1.715], [3.632, -0.443, -0.596], [3.652, -1.870, 0.449], [-0.785, 0.614, 3.823], [1.200, 0.259, 4.450], [1.812, -1.770, 4.564], [1.301, 0.670, 5.445], [1.855, 0.726, 3.720], [-3.882, 3.749, -0.303], [-2.364, 3.793, -0.416], [-1.976, 4.724, -1.554], [-1.924, 2.472, -0.771], [-1.138, 1.892, 0.235], [-1.004, 2.810, 1.267], [-1.629, 4.068, 0.950], [-0.524, 5.111, 0.856], [-2.546, 4.411, 2.114], [-4.301, 3.502, -1.281], [-4.287, 4.712, 0.013], [-4.203, 2.980, 0.400], [-2.441, 4.359, -2.471], [-0.901, 4.738, -1.719], [-2.323, 5.744, -1.368], [0.215, 4.842, 0.102], [-0.010, 5.170, 1.817], [-0.930, 6.097, 0.617], [-3.277, 3.623, 2.290], [-3.070, 5.355, 1.949], [-1.939, 4.504, 3.016], [1.147, 1.456, -0.977], [1.748, 2.562, -1.044], [2.717, 3.008, 0.014], [2.304, 3.089, 1.338], [3.195, 3.489, 2.323], [4.514, 3.773, 2.002], [4.944, 3.650, 0.687], [4.046, 3.279, -0.304], [1.525, 3.481, -2.218], [0.711, 3.032, -3.258], [0.495, 3.812, -4.380], [1.084, 5.069, -4.475], [1.868, 5.543, -3.432], [2.086, 4.754, -2.307], [1.281, 2.835, 1.590], [2.860, 3.558, 3.351], [5.212, 4.070, 2.776], [5.980, 3.840, 0.432], [4.378, 3.196, -1.333], [0.248, 2.062, -3.171], [-0.137, 3.432, -5.173], [0.928, 5.679, -5.357], [2.309, 6.531, -3.487], [2.682, 5.142, -1.490]]}

=====

{"formula": "C5H9NO", "method": "ωB97M-V with the def2-TZVPD basis set", "gap_ev": 10.82, "homo_ev": -9.889, "de_lowest_kj_mol": 180.1, "e_tot_ev": -8867.346, "charge": 0, "smiles": "[H]/N=C1/CCCCO1", "symbols": ["H", "N", "C", "C", "C", "C", "C", "O", "H", "H", "H", "H", "H", "H", "H", "H"], "xyz": [[-2.203, -1.111, 1.730], [-1.289, -0.819, 2.032], [-0.761, -0.198, 1.080], [0.595, 0.319, 1.244], [1.176, -0.249, -0.055], [0.562, 0.352, -1.295], [-0.909, 0.069, -1.317], [-1.481, 0.221, -0.024], [0.615, 1.414, 1.281], [1.045, -0.094, 2.154], [1.397, -1.308, -0.082], [2.082, 0.273, 0.196], [0.740, 1.419, -1.263], [1.013, -0.032, -2.206], [-1.075, -0.950, -1.654], [-1.433, 0.735, -1.993]]}